# 1
A cluster of 15 separate species, C5H39NO15 in total. Source: the Open Molecules 2025 dataset; level of theory: the ωB97M-V functional and the def2-TZVPD basis.

Each line ends with the Löwdin charge.
Element x y z (Å)
C (-2.024, 2.536, 0.224)  -0.09
C (-1.226, 1.964, -0.974)  -0.35
C (-0.661, 3.089, -1.828)  -0.06
C (-0.097, 1.101, -0.293)  -0.05
C (-2.695, 1.379, 0.967)  -0.50
N (-2.467, 1.285, 2.289)  0.21
O (-3.406, 0.540, 0.407)  0.01
H (-1.404, 3.104, 0.923)  0.12
H (-2.759, 3.270, -0.124)  0.13
H (-1.757, 1.228, -1.564)  0.10
H (-0.932, 4.088, -1.453)  0.08
H (0.427, 3.270, -1.761)  0.05
H (-0.878, 3.082, -2.897)  0.08
H (0.917, 1.248, -0.662)  0.06
H (-0.399, 0.071, -0.531)  0.07
H (-0.177, 1.199, 0.770)  0.04
H (-2.702, 0.535, 2.888)  0.09
H (-1.871, 1.942, 2.756)  0.11
H (2.717, 0.004, 3.075)  0.05
H (1.950, -0.441, 1.673)  0.04
O (2.642, 0.045, 2.118)  -0.04
H (0.090, -3.697, 0.598)  0.00
H (1.186, -4.872, 0.640)  0.06
O (0.945, -3.994, 0.939)  -0.06
H (3.330, -3.290, -0.771)  0.03
H (1.745, -3.365, -0.564)  -0.02
O (2.477, -3.197, -1.173)  -0.06
H (1.577, -1.250, -2.264)  0.01
H (0.307, -1.101, -3.058)  0.00
O (1.262, -0.944, -3.126)  -0.06
H (-3.033, -0.645, -1.153)  0.01
H (-3.870, 0.106, -2.116)  0.07
O (-3.179, -0.561, -2.105)  -0.06
H (-2.564, -1.808, 0.685)  0.01
H (-2.093, -3.345, 0.609)  0.01
O (-2.245, -2.568, 1.171)  -0.05
H (0.691, 1.158, 4.205)  0.01
H (0.467, -0.325, 4.169)  0.01
O (1.026, 0.347, 4.574)  -0.04
H (-0.817, -1.920, 3.096)  0.03
H (-2.304, -1.890, 3.304)  0.02
O (-1.490, -1.517, 3.655)  -0.06
H (3.429, 1.920, -3.110)  0.05
H (2.282, 1.280, -2.749)  0.02
O (2.801, 2.018, -2.377)  -0.08
H (1.611, 3.866, -0.213)  0.02
H (3.062, 3.780, 0.103)  0.07
O (2.258, 4.212, 0.415)  -0.03
H (-0.877, -4.621, -1.270)  0.08
H (-1.499, -3.197, -1.469)  0.03
O (-1.194, -3.851, -0.789)  -0.09
H (-1.999, -1.632, -3.033)  0.04
H (-1.181, -2.940, -3.573)  0.08
O (-1.340, -2.319, -2.866)  -0.04
H (3.301, -0.920, -0.200)  0.00
H (4.349, 0.012, -0.789)  0.04
O (3.963, -0.864, -0.896)  -0.06
H (1.352, 3.144, 1.486)  -0.01
H (1.776, 1.775, 1.831)  0.00
O (1.198, 2.472, 2.184)  -0.10

Values from the calculation:
Electronic energy (hartree): -1397.27101
Multiplicity: 1
LUMO energy (eV): -0.01
Relative energy (zero: lowest compared OMol25 entry of this formula, charge and spin) (kcal/mol): 68.7

***

# 2
A cluster of 9 separate species, C28H78N4O10 in total. Source: the Open Molecules 2025 dataset; level of theory: the ωB97M-V functional and the def2-TZVPD basis.

Each line ends with the Löwdin charge.
Element x y z (Å)
C (2.404, -4.140, 22.821)  -0.11
C (2.832, -2.933, 23.600)  -0.33
O (2.013, -1.867, 23.145)  -0.08
H (2.714, -4.206, 21.778)  0.08
H (1.330, -4.292, 22.714)  0.07
H (2.793, -5.010, 23.351)  0.07
H (3.885, -2.754, 23.384)  0.11
H (2.754, -3.181, 24.659)  0.11
H (1.129, -2.168, 23.370)  0.08
C (-3.128, 4.782, 18.203)  -0.08
C (-2.383, 5.963, 17.637)  -0.42
O (-1.051, 5.869, 17.635)  -0.04
H (-3.020, 3.840, 17.665)  0.08
H (-4.198, 4.990, 18.223)  0.08
H (-2.715, 4.606, 19.196)  0.07
H (-2.634, 6.947, 18.034)  0.11
H (-2.785, 6.023, 16.625)  0.10
H (-0.767, 6.768, 17.452)  0.10
C (-0.918, -11.710, 14.117)  -0.10
C (0.003, -12.127, 15.239)  -0.33
O (1.363, -12.218, 14.842)  -0.07
H (-0.827, -12.387, 13.268)  0.07
H (-0.722, -10.671, 13.852)  0.08
H (-1.980, -11.819, 14.340)  0.07
H (-0.191, -13.141, 15.588)  0.11
H (-0.227, -11.488, 16.091)  0.11
H (1.406, -12.000, 13.908)  0.07
C (-6.226, -10.180, 19.904)  -0.09
C (-5.336, -11.115, 20.751)  -0.31
O (-6.100, -12.220, 21.261)  -0.08
H (-6.328, -10.521, 18.874)  0.07
H (-5.931, -9.130, 19.919)  0.07
H (-7.266, -10.190, 20.231)  0.07
H (-4.841, -10.595, 21.571)  0.10
H (-4.483, -11.388, 20.130)  0.10
H (-5.482, -12.879, 21.584)  0.08
C (-1.932, -5.077, 17.252)  -0.09
C (-2.708, -3.758, 17.328)  -0.34
O (-2.194, -2.855, 18.254)  -0.07
H (-2.410, -5.817, 16.611)  0.07
H (-1.775, -5.535, 18.228)  0.07
H (-0.936, -4.931, 16.834)  0.06
H (-3.705, -4.092, 17.615)  0.11
H (-2.749, -3.192, 16.397)  0.11
H (-1.407, -2.409, 17.934)  0.09
C (1.481, -7.317, 10.101)  -0.16
O (1.698, -8.521, 9.462)  -0.17
C (3.030, -9.001, 9.717)  -0.22
C (3.342, -10.329, 8.994)  -0.21
N (2.433, -11.353, 9.558)  -0.04
C (2.665, -12.646, 8.878)  -0.21
C (1.610, -13.651, 9.256)  -0.24
O (0.374, -13.290, 8.663)  -0.22
C (-0.806, -14.019, 9.071)  -0.08
H (2.071, -6.478, 9.733)  0.09
H (1.421, -7.334, 11.189)  0.09
H (0.436, -7.103, 9.876)  0.09
H (3.175, -9.239, 10.771)  0.12
H (3.801, -8.309, 9.379)  0.12
H (4.411, -10.519, 9.097)  0.12
H (3.230, -10.106, 7.933)  0.11
H (1.467, -11.061, 9.512)  0.10
H (3.621, -13.040, 9.226)  0.12
H (2.685, -12.562, 7.792)  0.12
H (1.405, -13.671, 10.326)  0.12
H (1.830, -14.651, 8.882)  0.12
H (-1.684, -13.780, 8.472)  0.09
H (-0.955, -14.044, 10.150)  0.08
H (-0.613, -15.035, 8.725)  0.08
C (3.413, 2.183, 15.142)  -0.06
C (4.088, 1.800, 16.470)  -0.45
C (5.130, 2.823, 16.943)  -0.24
O (6.172, 2.746, 16.044)  -0.19
C (7.089, 3.793, 16.222)  -0.10
N (3.017, 1.608, 17.409)  0.03
H (4.175, 2.070, 14.370)  0.07
H (3.020, 3.199, 15.109)  0.08
H (2.721, 1.404, 14.821)  0.08
H (4.541, 0.816, 16.352)  0.14
H (5.484, 2.604, 17.950)  0.13
H (4.699, 3.823, 16.881)  0.12
H (6.607, 4.770, 16.253)  0.09
H (7.756, 3.749, 15.361)  0.09
H (7.645, 3.559, 17.131)  0.09
H (3.423, 1.374, 18.304)  0.07
H (2.630, 2.538, 17.482)  0.07
C (-9.743, -6.830, 13.764)  -0.07
C (-8.899, -7.629, 12.744)  -0.42
C (-9.724, -8.268, 11.681)  -0.20
O (-10.534, -9.348, 12.218)  -0.19
C (-11.222, -10.028, 11.179)  -0.12
N (-7.984, -6.572, 12.271)  0.01
H (-9.041, -6.412, 14.486)  0.07
H (-10.503, -7.389, 14.310)  0.07
H (-10.182, -5.931, 13.332)  0.08
H (-8.276, -8.307, 13.327)  0.13
H (-9.085, -8.701, 10.912)  0.12
H (-10.334, -7.567, 11.112)  0.13
H (-10.505, -10.446, 10.472)  0.08
H (-11.871, -9.318, 10.666)  0.08
H (-11.805, -10.856, 11.581)  0.09
H (-7.422, -6.850, 11.479)  0.06
H (-7.277, -6.215, 12.897)  0.07
C (-6.874, -0.809, 23.524)  -0.07
C (-5.893, -1.759, 24.234)  -0.41
C (-6.349, -3.235, 23.940)  -0.26
O (-7.305, -3.697, 24.826)  -0.17
C (-7.674, -5.050, 24.512)  -0.09
N (-4.555, -1.501, 23.722)  0.02
H (-6.538, 0.216, 23.684)  0.07
H (-7.845, -0.932, 24.005)  0.08
H (-6.852, -1.014, 22.454)  0.08
H (-5.933, -1.727, 25.323)  0.14
H (-5.488, -3.903, 23.927)  0.11
H (-6.623, -3.311, 22.888)  0.11
H (-8.517, -5.310, 25.152)  0.08
H (-6.852, -5.732, 24.726)  0.09
H (-8.169, -5.115, 23.543)  0.09
H (-4.493, -1.661, 22.726)  0.07
H (-4.355, -0.519, 23.850)  0.06

Values from the calculation:
Electronic energy (hartree): -2084.74350
Multiplicity: 1
LUMO energy (eV): 0.37
SMILES: COC[C@H](C)N.COC[C@H](C)N.COC[C@H](C)N.COCCNCCOC.CCO.CCO.CCO.CCO.CCO
Relative energy (zero: lowest compared OMol25 entry of this formula, charge and spin) (kcal/mol): 105.2

***

# 3
A structure of composition C17H19N5PdS. Source: the Open Molecules 2025 dataset; level of theory: the ωB97M-V functional and the def2-TZVPD basis.

Each line ends with the Löwdin charge.
Element x y z (Å)
Pd (0.357, -0.263, 0.300)  0.74
C (-1.880, 4.143, -0.691)  0.01
N (-2.161, 3.193, 0.386)  -0.10
C (-3.332, 3.129, 1.121)  0.01
C (-3.207, 2.125, 2.001)  0.01
N (-1.940, 1.569, 1.807)  0.02
C (-1.319, 2.242, 0.798)  -0.62
S (0.238, 2.006, 0.132)  0.78
C (-1.339, 0.631, 2.680)  -0.22
C (-1.765, 0.569, 3.998)  0.04
C (-1.136, -0.302, 4.867)  0.01
C (-0.076, -1.068, 4.405)  -0.01
C (0.288, -0.947, 3.084)  -0.10
N (-0.345, -0.130, 2.221)  -0.04
H (-2.753, 4.775, -0.820)  0.11
H (-1.678, 3.599, -1.611)  0.10
H (-1.022, 4.758, -0.430)  0.10
H (-4.154, 3.799, 0.939)  0.15
H (-3.909, 1.737, 2.716)  0.14
H (-2.544, 1.226, 4.353)  0.12
H (-1.453, -0.358, 5.900)  0.13
H (0.465, -1.742, 5.053)  0.13
H (1.107, -1.522, 2.676)  0.11
C (-0.625, -4.854, 0.240)  0.00
C (-0.291, -3.442, 0.291)  -0.15
N (-0.030, -2.329, 0.333)  0.09
H (-1.525, -4.994, -0.358)  0.11
H (-0.800, -5.223, 1.250)  0.11
H (0.201, -5.406, -0.207)  0.11
C (3.762, -0.676, -5.026)  -0.01
C (2.913, -0.553, -3.803)  -0.22
C (1.883, -1.448, -3.524)  0.01
C (1.119, -1.294, -2.389)  -0.11
N (1.310, -0.295, -1.514)  -0.13
C (2.295, 0.582, -1.778)  -0.15
C (3.100, 0.484, -2.889)  0.01
H (3.676, -1.662, -5.476)  0.09
H (4.808, -0.480, -4.794)  0.10
H (3.449, 0.063, -5.767)  0.11
H (1.672, -2.272, -4.192)  0.13
H (0.310, -1.976, -2.173)  0.10
H (2.453, 1.385, -1.072)  0.07
H (3.880, 1.219, -3.037)  0.13

Values from the calculation:
Electronic energy (hartree): -1458.60466
Multiplicity: 1
LUMO energy (eV): -6.41
Charge: +2